DFT (ωB97M-V/def2-TZVPD) results for a structure of composition C23H32MnN9O3PSe.

Summary:
Charge: +2
HOMO energy (spin up / spin down) in eV: -14.1 / -13.6
<S²>: 0.896
LUMO level (spin up / spin down) in eV: -5.8668 / -5.8661
Molar mass in g/mol: 647.44
Relative energy (zero: lowest compared OMol25 entry of this formula, charge and spin) in kJ/mol: 0.0
Spin multiplicity: 2
Orbital gap (spin up / spin down) in eV: 8.281 / 7.744

Geometry as XYZ:
```
70
Properties=species:S:1:pos:R:3:mulliken_spin:R:1
Mn -0.018 0.441 -0.470 1.041
C 1.791 -4.658 0.675 0.000
N 1.713 -3.367 -0.009 0.002
C 2.529 -2.962 -1.027 -0.003
C 2.110 -1.713 -1.381 0.010
N 1.056 -1.350 -0.593 -0.035
C 0.830 -2.368 0.228 0.008
P -0.513 -2.434 1.459 -0.003
C -0.184 -0.822 2.218 0.009
N 0.012 0.305 1.541 -0.040
C 0.309 1.268 2.465 0.016
C 0.282 0.714 3.710 -0.004
N -0.031 -0.607 3.543 0.006
C -0.177 -1.588 4.618 0.000
C -1.825 -1.910 0.308 0.001
N -1.708 -0.913 -0.562 -0.022
C -2.801 -0.996 -1.384 0.003
C -3.592 -2.032 -0.984 -0.006
N -2.966 -2.604 0.087 -0.001
C -3.438 -3.780 0.818 0.000
H 2.674 -5.177 0.318 0.000
H 0.911 -5.259 0.454 0.000
H 1.878 -4.511 1.748 0.000
H 3.321 -3.587 -1.404 0.000
H 2.510 -1.064 -2.142 0.000
H 0.527 2.280 2.171 0.002
H 0.456 1.137 4.684 0.000
H 0.062 -1.098 5.557 0.000
H 0.509 -2.419 4.469 0.000
H -1.200 -1.955 4.660 0.000
H -2.950 -0.325 -2.214 0.004
H -4.524 -2.409 -1.368 0.000
H -4.476 -3.954 0.550 0.000
H -3.377 -3.602 1.888 0.000
H -2.848 -4.655 0.553 0.000
C -0.305 -0.829 -3.408 -0.003
O -0.059 0.346 -2.623 -0.004
C 0.663 1.315 -3.391 0.000
C 0.749 2.551 -2.543 0.001
O 1.211 2.172 -1.252 0.008
C 2.534 2.585 -0.866 0.007
C 3.380 1.398 -0.498 -0.002
O 2.687 0.742 0.540 0.011
C 3.470 -0.186 1.266 0.000
H -1.044 -0.604 -4.178 0.000
H 0.621 -1.159 -3.885 0.000
H -0.667 -1.611 -2.749 0.001
H 1.658 0.919 -3.620 -0.001
H 0.141 1.511 -4.331 0.000
H 1.405 3.296 -2.991 0.000
H -0.242 2.994 -2.419 -0.001
H 2.987 3.168 -1.669 0.001
H 2.420 3.216 0.013 0.000
H 3.535 0.723 -1.349 0.000
H 4.363 1.744 -0.160 0.000
H 4.312 0.312 1.754 0.001
H 2.823 -0.618 2.029 0.000
H 3.849 -0.983 0.618 0.000
Se 0.199 5.641 0.865 0.000
N -1.504 5.876 0.473 0.000
C -1.986 4.690 0.169 0.001
C -3.362 4.451 -0.118 0.000
C -3.723 3.163 -0.288 0.000
C -2.733 2.131 -0.256 0.003
N -1.446 2.271 -0.079 -0.008
C -1.056 3.580 0.212 -0.002
N 0.164 3.891 0.581 0.000
H -4.059 5.278 -0.157 0.000
H -4.749 2.877 -0.469 0.000
H -3.085 1.124 -0.399 0.000
```